Record 1
C4H13NO2 | ωB97M-V/def2-TZVPD

Geometry as XYZ:
```
20
Properties=species:S:1:pos:R:3:nbo_charge:R:1
H 0.527 2.258 -0.760 0.151
C 0.330 1.228 -1.063 0.101
H -1.684 -0.025 1.134 0.369
H -0.173 2.323 1.965 0.193
H -1.921 2.398 1.970 0.193
H 0.066 -0.725 -0.056 0.200
H -0.340 -6.186 0.047 0.462
H 1.125 0.490 0.683 0.175
O -0.883 1.449 -1.841 -0.725
H 1.717 1.516 -2.635 0.216
O 0.227 -6.464 0.788 -0.922
N -1.076 0.715 0.831 -0.645
C 1.487 0.694 -1.953 -0.631
H 0.393 -5.546 1.114 0.461
H -1.030 1.170 2.867 0.173
C 0.164 0.346 0.151 -0.243
H 2.275 0.606 -1.211 0.207
C -1.075 1.706 1.903 -0.422
H -1.278 2.211 -1.410 0.468
H 1.149 -0.166 -2.523 0.221
```

Calculated values
SMILES ... CNC[C@@H](C)O.O
Orbital gap ... 0.3376 Eh
Highest occupied orbital energy ... -8.691 eV
Largest force on an atom ... 2.6 eV/Å
DFT total energy ... -365.38465 hartree
Charge ... 0

Record 2
C4H13NO2 | ωB97M-V/def2-TZVPD

Geometry as XYZ:
```
20
Properties=species:S:1:pos:R:3:nbo_charge:R:1
H -0.427 -2.789 -3.104 0.456
H -2.466 1.354 -0.378 0.221
C 0.629 -0.306 1.845 -0.632
O -0.555 -0.562 -0.888 -0.755
H 0.238 -1.765 -2.326 0.473
H 2.052 -0.292 -0.300 0.347
H 0.906 -1.290 1.465 0.199
N 1.976 0.659 0.052 -0.833
C -1.807 1.025 0.443 -0.649
H 2.076 1.186 -0.810 0.361
H 1.271 -0.093 2.704 0.232
C -0.478 0.693 -0.231 0.101
O 0.251 -2.095 -3.245 -0.934
H -1.751 1.848 1.153 0.215
H -0.381 -0.301 2.247 0.213
H 0.583 1.800 1.147 0.191
H -0.424 -1.332 -0.348 0.469
H -0.205 1.401 -1.019 0.175
H -2.198 0.078 0.821 0.214
C 0.708 0.780 0.773 -0.063
```

Calculated values
SMILES ... C[C@H](O)[C@@H](C)N.O
Orbital gap ... 0.3628 Eh
Highest occupied orbital energy ... -9.262 eV
Largest force on an atom ... 1.7 eV/Å
DFT total energy ... -365.41830 hartree
Charge ... 0

Record 3
C4H13NO2 | ωB97M-V/def2-TZVPD

Geometry as XYZ:
```
20
Properties=species:S:1:pos:R:3:nbo_charge:R:1
C -0.116 1.034 0.410 -0.438
H 1.574 -3.017 0.872 0.475
H -2.133 1.669 0.722 0.187
H 0.713 -0.733 -0.624 0.226
H -2.219 -1.058 0.309 0.345
N -2.181 -0.158 -0.124 -0.613
C -1.326 -0.161 -1.324 -0.231
H -1.684 0.613 -2.007 0.180
C -1.531 0.763 0.869 -0.245
H 1.054 -2.147 1.963 0.472
H 0.618 0.782 1.175 0.218
H 2.332 0.322 -0.138 0.474
O 1.117 -2.152 1.004 -0.941
H -1.560 -1.147 -1.731 0.206
H 3.206 1.361 -0.795 0.465
H 0.610 0.653 -1.679 0.199
H -1.737 0.361 1.858 0.197
O 3.144 0.801 -0.006 -0.937
C 0.102 0.143 -0.856 -0.450
H 0.017 2.069 0.102 0.211
```

Calculated values
SMILES ... C1CCNC1.O.O
Orbital gap ... 0.3349 Eh
Highest occupied orbital energy ... -8.656 eV
Largest force on an atom ... 2.6 eV/Å
DFT total energy ... -365.40893 hartree
Charge ... 0

Record 4
C4H13NO2 | ωB97M-V/def2-TZVPD

Geometry as XYZ:
```
20
Properties=species:S:1:pos:R:3:nbo_charge:R:1
H -2.391 0.337 1.547 0.200
N 0.814 -1.737 -0.697 -0.793
C -0.465 -0.433 0.951 -0.194
H -1.236 -1.810 -0.473 0.166
C 0.116 -0.597 2.347 -0.634
H -1.146 1.610 1.250 0.215
H 1.101 0.937 -0.359 0.453
H 0.005 0.887 -1.929 0.469
H 0.871 -2.685 -1.062 0.382
O -0.450 0.952 -2.778 -0.942
H 1.717 -1.318 -0.516 0.386
C -1.536 0.671 0.868 -0.638
H 1.106 -1.024 2.378 0.214
H -1.955 0.825 -0.146 0.229
H 0.301 0.398 2.745 0.200
C -0.332 -1.369 -0.013 0.055
O 1.481 1.825 -0.207 -0.922
H -0.025 1.644 -3.283 0.472
H 1.253 1.706 0.732 0.464
H -0.540 -1.259 2.960 0.216
```

Calculated values
SMILES ... CC(C)=CN.O.O
Orbital gap ... 0.2945 Eh
Highest occupied orbital energy ... -7.441 eV
Largest force on an atom ... 2.9 eV/Å
DFT total energy ... -365.35199 hartree
Charge ... 0